No. 1
This record from OMol25 describes a molecular structure, C38H42BrN8O9STi in a non-equilibrium geometry. The level of theory is the ωB97M-V functional and the def2-TZVPD basis.

Structure (XYZ):
```
100
Properties=species:S:1:pos:R:3:forces:R:3:lowdin_spin:R:1
Ti -0.2250 -0.4068 0.3271 -0.9 -0.6 0.5 0.001
O 1.6486 0.3449 0.2662 0.0 0.2 0.0 0.000
N 2.3194 0.7817 1.3208 0.2 -0.3 0.0 0.000
N 2.5396 -0.0796 2.1802 0.0 -0.1 -0.1 0.000
O -0.2690 -0.8138 2.1439 0.2 -0.1 0.0 0.002
C 3.3042 0.4442 3.2516 0.1 0.1 0.2 0.000
C 2.8177 0.2718 4.5445 0.0 0.0 0.0 0.000
C 3.5425 0.7381 5.6300 0.0 0.0 0.0 0.000
C 4.7652 1.3697 5.4389 0.0 0.0 0.0 0.000
C 5.2512 1.5402 4.1496 0.0 0.0 0.0 0.000
C 4.5265 1.0818 3.0592 0.0 0.0 0.0 0.000
H 1.8488 -0.1941 4.6680 0.0 0.0 0.0 0.000
H 3.1473 0.6159 6.6313 0.0 0.0 0.0 0.000
H 5.3315 1.7318 6.2881 0.0 0.0 0.0 0.000
H 6.2002 2.0388 3.9914 0.0 0.0 0.0 0.000
H 4.8922 1.2139 2.0493 0.0 0.0 0.0 0.000
O -2.3108 -0.0764 0.0890 0.2 0.0 -0.1 0.021
C -2.5372 -1.3257 -0.0939 -0.1 0.0 0.1 0.037
O -1.5576 -2.1124 0.0818 0.1 0.1 -0.3 0.025
C -3.8637 -1.8118 -0.4536 0.1 0.0 0.0 0.100
C -4.0387 -3.1246 -0.9232 -0.1 -0.1 0.1 0.008
C -5.2881 -3.6130 -1.2179 0.0 0.0 0.0 0.066
C -6.4263 -2.7945 -1.0312 0.0 0.0 0.0 0.058
C -6.2562 -1.4681 -0.5719 0.0 0.0 0.0 0.069
C -4.9954 -0.9945 -0.2993 0.0 0.0 -0.1 0.009
N -7.6912 -3.2883 -1.2891 0.0 0.0 0.0 0.201
O -8.6997 -2.5371 -1.1017 0.0 0.0 0.0 0.195
O -7.8175 -4.4852 -1.7004 0.0 0.0 0.0 0.194
H -3.1619 -3.7475 -1.0512 0.0 0.0 0.0 -0.001
H -5.4356 -4.6155 -1.5896 0.0 0.0 0.0 0.008
H -7.1354 -0.8560 -0.4420 0.0 0.0 0.0 0.008
H -4.8570 0.0220 0.0492 0.0 0.0 0.0 -0.001
Br -4.5327 2.4757 -3.3053 0.0 0.0 0.0 0.001
C -2.9043 1.7863 -4.0070 0.0 0.0 0.0 0.000
C -2.5277 2.1426 -5.2922 0.0 0.0 0.0 0.000
C -1.3378 1.6406 -5.8019 0.0 0.0 0.0 0.000
C -0.5498 0.7960 -5.0338 0.0 0.0 0.0 0.000
C -0.9349 0.4641 -3.7433 0.0 0.0 0.0 0.000
C -2.1240 0.9612 -3.2191 0.0 0.0 0.0 0.000
C -0.0489 -0.4381 -2.9017 -0.1 0.1 -0.1 0.000
O 0.7373 -1.1889 -3.4529 0.1 0.1 0.0 0.000
O -0.2468 -0.2959 -1.6405 0.3 0.0 0.1 0.000
H -3.1548 2.7999 -5.8791 0.0 0.0 0.0 0.000
H -1.0312 1.9123 -6.8051 0.0 0.0 0.0 0.000
H 0.3719 0.3773 -5.4161 0.0 0.0 0.0 0.000
H -2.4093 0.7112 -2.2044 0.0 0.0 0.0 0.000
C -0.8417 1.7128 4.0649 0.0 0.0 0.0 0.000
C -1.4738 1.1819 2.7672 -0.1 -0.2 0.1 0.000
C -2.5865 0.2006 3.1378 0.0 0.0 -0.1 0.000
C -2.0281 2.3658 1.9803 0.1 0.0 0.0 0.000
N -0.3587 0.5825 2.0116 0.2 0.5 -0.2 0.000
H -1.5779 2.2566 4.6669 0.0 0.0 0.0 0.000
H -0.0112 2.3788 3.8239 0.0 0.0 0.0 0.000
H -0.4502 0.8819 4.6577 0.0 0.0 0.0 0.000
H -3.3573 0.7319 3.7028 0.0 0.0 0.0 0.000
H -2.1948 -0.6073 3.7575 0.0 0.0 0.0 0.000
H -3.0459 -0.2351 2.2539 0.0 0.0 0.0 0.000
H -2.8616 2.8147 2.5287 0.0 0.0 0.0 0.000
H -2.3755 2.0602 0.9968 0.0 0.0 0.0 0.000
H -1.2548 3.1277 1.8519 0.0 0.0 0.0 0.000
C 1.5911 -3.1931 3.3725 0.0 0.0 0.1 0.000
N 0.7372 -3.4869 2.2357 0.0 -0.1 -0.1 0.000
C -0.6299 -3.9278 2.4964 0.0 0.0 0.0 0.000
C 0.9868 -2.9009 1.0855 0.0 0.0 0.1 0.000
N 1.1725 -2.4011 0.0554 0.0 0.0 0.1 0.000
H 1.0042 -2.7004 4.1512 0.0 0.1 0.0 0.000
H 2.3827 -2.5152 3.0644 0.0 0.0 0.0 0.000
H 2.0207 -4.1136 3.7782 0.0 0.0 0.0 0.000
H -1.1125 -3.2349 3.1894 0.0 0.0 0.0 0.000
H -0.6198 -4.9348 2.9203 0.0 0.0 0.0 0.000
H -1.1924 -3.9139 1.5669 0.0 0.0 0.0 0.000
C 3.7129 4.2814 -1.9126 0.0 0.0 0.0 0.000
C 3.6732 4.6034 -0.4229 -0.1 0.0 0.0 0.000
C 3.0496 3.4886 0.4140 0.0 0.2 -0.2 0.000
N 1.7363 3.0738 -0.0658 -0.2 0.5 0.1 0.000
C 0.6530 3.7828 -0.3383 0.2 -0.2 0.1 0.000
S -0.6192 3.1814 -1.2253 -0.1 0.1 -0.1 0.000
N 0.5472 5.1328 0.0812 0.1 0.1 0.0 0.000
C 0.7503 5.6546 1.3404 0.1 -0.1 -0.1 0.000
O 1.3347 5.0990 2.2435 0.0 -0.1 0.0 0.000
C 0.1486 7.0201 1.5380 0.0 0.1 0.0 0.000
C -0.1616 7.3905 2.8419 0.0 0.0 0.0 0.000
C -0.7312 8.6259 3.1009 0.0 0.0 0.0 0.000
C -0.9824 9.5088 2.0585 0.0 0.0 0.0 0.000
C -0.6602 9.1505 0.7581 0.0 0.0 0.0 0.000
C -0.0998 7.9083 0.4970 0.0 0.0 0.0 0.000
H 4.1951 5.0815 -2.4776 0.0 0.0 0.0 0.000
H 2.7075 4.1433 -2.3124 0.0 0.0 0.0 0.000
H 4.2649 3.3567 -2.0959 0.0 0.0 0.0 0.000
H 3.1332 5.5387 -0.2588 0.0 0.0 0.0 0.000
H 4.6862 4.7649 -0.0427 0.0 0.0 0.0 0.000
H 3.0013 3.7721 1.4612 0.0 0.0 0.1 0.000
H 3.6654 2.5924 0.3384 0.0 0.1 0.0 0.000
H 1.6014 2.0699 -0.2100 0.1 -0.1 -0.2 0.000
H -0.2149 5.5611 -0.4245 0.0 0.0 0.0 0.000
H 0.0466 6.6865 3.6366 0.0 0.0 0.0 0.000
H -0.9851 8.9000 4.1169 0.0 0.0 0.0 0.000
H -1.4306 10.4737 2.2596 0.0 0.0 0.0 0.000
H -0.8479 9.8368 -0.0577 0.0 0.0 0.0 0.000
H 0.1617 7.6476 -0.5212 0.0 0.0 0.0 0.000
```
Forces are in eV/Å.

Computed properties:
Energy relative to the best compared isomer or geometry (same formula, charge and spin) (eV): 0.849
Spin multiplicity: 2
HOMO level (alpha / beta) (hartree): -0.0147 / -0.0982
Total charge: -2
Electronic energy (eV): -174430.355
Molar mass (g mol⁻¹): 914.6
Frontier orbital gap (alpha / beta) (hartree): 0.1423 / 0.2258



No. 2
This record from OMol25 describes 3 unconnected molecules or ions with the total composition C4H16NO2 in a non-equilibrium geometry. The level of theory is the ωB97M-V functional and the def2-TZVPD basis.

Structure (XYZ):
```
23
Properties=species:S:1:pos:R:3:forces:R:3:nbo_charge:R:1
C -0.7738 0.7960 0.5910 1.6 0.4 -0.3 -0.216
C 0.8173 1.3851 0.7162 -3.6 -1.0 1.8 -0.399
C 1.7600 0.4069 1.4845 1.9 -0.5 -2.1 -0.449
C 2.6704 -0.3635 0.4523 -2.3 -1.7 -0.3 -0.626
N -0.8342 -0.4081 -0.3629 1.5 1.8 -0.8 -0.736
H -1.0753 0.3968 1.5171 -0.2 -0.2 1.4 0.207
H -1.5430 1.5222 0.2770 0.7 -0.2 -0.1 0.229
H 1.1126 1.6531 -0.2838 0.6 -0.1 -0.3 0.211
H 0.7339 2.3303 1.3029 -0.2 -0.7 -0.5 0.246
H 2.5326 1.0325 1.9710 -0.7 -0.3 0.3 0.237
H 1.4631 -0.4218 2.1733 -0.8 1.4 -0.2 0.232
H 2.1944 -1.1681 -0.2001 -0.6 0.2 1.3 0.173
H 3.3550 -0.9623 1.0616 0.9 0.7 -0.9 0.245
H 2.8556 0.2074 -0.4399 1.8 1.0 0.4 0.224
H 0.0973 -0.8597 -0.2946 -0.8 -0.1 -0.3 0.435
H -0.9545 0.0594 -1.2743 0.5 -0.3 -0.4 0.462
H -1.6085 -1.0734 -0.3879 -0.3 -0.4 1.1 0.470
H -2.0069 1.0758 -3.4895 -0.7 -0.5 -0.1 0.502
H -0.7993 1.7172 -3.0176 0.3 -0.1 0.5 0.491
O -1.4091 1.0168 -2.7438 0.5 0.7 -0.3 -0.965
H -2.5461 -2.7515 0.9898 0.6 -0.3 2.2 0.483
H -3.4145 -3.0687 -0.1370 0.8 0.7 -0.3 0.505
O -2.6270 -2.5224 0.0946 -1.3 -0.4 -1.9 -0.962
```
Forces are in eV/Å.

Computed properties:
Energy relative to the best compared isomer or geometry (same formula, charge and spin) (eV): 1.875
HOMO level (hartree): -0.5287
Total charge: +1
Electronic energy (eV): -9985.507
Molar mass (g mol⁻¹): 110.2
Frontier orbital gap (hartree): 0.4263



No. 3
This record from OMol25 describes a molecular structure, C23H44EuN3O2P2 in a non-equilibrium geometry. The level of theory is the ωB97M-V functional and the def2-TZVPD basis.

Structure (XYZ):
```
75
Properties=species:S:1:pos:R:3:forces:R:3:lowdin_spin:R:1
Eu 0.3475 -0.0980 -0.3057 0.3 -0.5 -0.6 6.966
P -0.7355 1.4776 -2.2128 0.1 0.3 0.6 0.000
P 0.4437 -2.7862 0.0040 0.4 1.0 -0.1 -0.003
N 0.1735 -1.3628 -2.8191 0.1 -0.3 -0.3 -0.004
C -1.1056 0.5896 -3.7800 0.0 0.0 -0.3 -0.001
H -2.1156 0.8625 -4.1258 0.3 -0.1 0.0 0.000
H -0.3894 0.9081 -4.5549 -0.3 0.0 0.2 0.000
C -0.9991 -0.9388 -3.6404 0.3 -0.7 0.1 0.001
H -1.8952 -1.3764 -3.1772 0.1 0.2 0.0 0.000
H -0.9388 -1.3723 -4.6551 -0.1 0.1 0.2 0.000
C 0.4951 -2.8462 -2.8296 0.0 0.9 -0.1 0.001
H 1.5936 -2.9397 -2.8955 -0.5 0.0 0.1 0.000
H 0.0745 -3.3212 -3.7342 0.1 0.1 0.3 0.000
C -0.0403 -3.5807 -1.5880 -0.1 -0.6 0.4 0.000
H 0.2946 -4.6309 -1.5744 -0.2 0.2 -0.3 0.000
H -1.1424 -3.5696 -1.6001 0.3 -0.1 0.0 0.000
C -0.3787 -3.4794 1.4917 -0.5 -1.0 0.0 -0.001
C -1.6490 -2.6941 1.9058 -0.1 0.0 0.1 0.002
H -2.4945 -2.8836 1.2372 0.2 -0.1 0.1 0.000
H -1.5212 -1.6015 1.9558 0.1 -0.4 -0.2 0.002
H -1.9524 -2.9764 2.9254 0.1 -0.2 -0.3 0.000
C 2.2923 -2.9405 0.1513 -0.2 -0.3 0.0 0.002
C 2.9135 -2.0501 1.2640 0.2 0.2 0.1 0.001
H 3.8540 -1.5857 0.9261 -0.3 -0.3 0.0 0.000
H 3.1363 -2.6353 2.1680 -0.1 0.2 -0.3 0.000
H 2.2864 -1.1947 1.5746 0.2 -0.4 -0.2 0.001
C 0.6251 2.7091 -2.5377 -0.2 -0.2 -0.3 0.003
C 0.7862 3.7531 -1.4189 0.0 0.2 0.2 0.002
H 1.7744 4.2391 -1.4493 -0.3 -0.2 -0.3 0.000
H 0.7360 3.3159 -0.4131 0.0 -0.1 -0.4 0.001
H 0.0243 4.5428 -1.4736 0.2 -0.2 0.0 0.000
C -2.2622 2.3488 -1.6775 -0.1 0.2 -0.4 0.001
C -2.2322 2.8886 -0.2389 -0.1 0.1 0.2 0.003
H -3.2473 3.1578 0.0922 0.2 0.0 -0.3 0.000
H -1.6164 3.7937 -0.1470 -0.2 -0.3 -0.1 0.000
H -1.8671 2.1571 0.4930 -0.1 0.0 -0.3 0.002
C -2.3372 -0.7836 -0.5142 -2.8 -0.6 0.2 0.019
O -3.4596 -1.0068 -0.4282 2.6 0.6 -0.3 0.013
C 2.6451 -4.4329 0.2634 0.6 -0.5 -0.2 0.000
H 1.7732 -5.0893 0.3943 0.2 0.2 0.1 0.000
H 3.1408 -4.7772 -0.6531 0.0 0.0 0.2 0.000
H 3.3278 -4.6283 1.0996 -0.1 0.0 -0.2 0.000
C 0.4273 3.3097 -3.9349 0.2 0.3 -0.6 0.000
H 0.5854 4.3952 -3.9529 0.2 -0.2 0.0 0.000
H 1.0991 2.8455 -4.6664 0.0 0.2 0.2 0.000
H -0.5811 3.1497 -4.3316 0.2 0.1 0.1 0.000
C -2.6094 3.4217 -2.6908 -0.7 0.5 0.1 0.000
H -3.5557 3.9037 -2.4229 0.1 0.0 -0.1 0.000
H -1.8436 4.2023 -2.7341 -0.1 -0.1 0.0 0.000
H -2.7334 3.0005 -3.6909 0.0 0.1 0.0 0.000
C 0.5869 -3.5865 2.6720 0.1 -0.1 0.3 0.000
H 0.9802 -2.6136 2.9715 0.0 -0.1 0.0 0.000
H 0.0862 -3.9819 3.5616 -0.1 -0.1 -0.2 0.000
H 1.4501 -4.2182 2.4616 -0.2 0.0 0.0 0.000
H -0.7065 -4.4847 1.1775 0.0 0.1 0.5 0.000
H -3.0301 1.5599 -1.6922 0.1 0.1 -0.2 0.000
H 2.6878 -2.5484 -0.8038 -0.4 -0.1 0.3 0.000
H 1.5370 2.0836 -2.5092 -0.4 0.2 -0.1 0.000
H 1.0112 -0.8594 -3.1391 -0.4 -0.3 0.2 0.000
H 2.2324 -0.0031 -1.0358 1.0 0.1 -0.5 -0.019
N 0.2780 3.2516 6.1903 0.1 -0.3 0.4 0.000
C 0.4009 1.9526 5.8312 0.2 0.0 1.4 0.001
O 0.5762 1.0516 6.6439 -0.2 0.7 -0.9 0.001
C 0.3157 1.6985 4.3764 0.0 -1.0 -1.3 0.005
C 0.1845 2.7081 3.4068 0.0 -0.4 -0.1 0.000
C 0.1089 2.3520 2.0719 0.0 -1.5 0.3 0.006
N 0.1446 1.0537 1.6939 -0.2 0.9 1.7 -0.011
C 0.2778 0.0614 2.6014 0.0 1.3 0.2 0.005
C 0.3793 0.3519 3.9602 0.0 -0.3 -0.2 0.000
H 0.3224 3.4473 7.1734 0.0 0.1 0.1 0.000
H 0.1147 4.0050 5.5561 0.0 0.1 -0.1 0.000
H 0.1281 3.7627 3.6299 0.1 0.0 0.2 0.000
H -0.0212 3.0485 1.2468 0.1 0.1 0.6 0.001
H 0.3067 -0.9834 2.2272 0.0 1.0 0.3 0.001
H 0.5015 -0.4994 4.6488 -0.1 0.9 0.0 0.000
```
Forces are in eV/Å.

Computed properties:
Energy relative to the best compared isomer or geometry (same formula, charge and spin) (eV): 0.000
Spin multiplicity: 8
HOMO level (alpha / beta) (hartree): -0.3375 / -0.3596
Total charge: +1
Electronic energy (eV): -71029.189
Molar mass (g mol⁻¹): 608.5
Frontier orbital gap (alpha / beta) (hartree): 0.2191 / 0.2414



No. 4
This record from OMol25 describes a gas-phase ion, C9H15N3O2 (charge +2) in a non-equilibrium geometry. The level of theory is the ωB97M-V functional and the def2-TZVPD basis.

Structure (XYZ):
```
29
Properties=species:S:1:pos:R:3:forces:R:3:nbo_charge:R:1
C 2.0873 -1.7146 -0.5461 -0.1 0.4 0.6 0.099
C -0.4421 0.0828 2.1533 0.2 0.0 -0.2 -0.468
C -2.5263 0.1013 0.5972 -0.3 -0.8 0.2 -0.201
C 1.0044 0.5572 2.0863 -0.8 1.0 1.3 -0.092
C 1.2166 -0.8998 0.2382 -0.1 0.5 0.2 0.549
C -1.0569 0.0324 0.7699 0.2 -0.5 0.4 0.117
C -0.1894 -0.7639 -0.2130 0.2 1.3 -1.5 0.024
C -0.8299 -2.0513 -0.7056 0.2 -0.1 0.1 -0.636
C 1.8100 1.6187 -2.0340 0.7 0.0 -0.3 -0.281
N 2.7796 -2.3486 -1.1993 0.4 -0.5 -0.5 -0.014
N 0.0252 0.1297 -1.5207 -0.6 -1.1 1.1 -0.269
N -1.7017 1.2628 0.2727 0.1 1.2 -0.4 -0.513
O 1.7670 -0.1963 1.1497 0.4 -1.1 -1.4 -0.311
O 0.5828 1.3750 -1.3518 -0.6 0.1 0.8 -0.391
H -0.4708 -0.9299 2.5731 -0.1 0.1 0.0 0.272
H -1.0081 0.7239 2.8309 0.0 0.0 0.0 0.276
H -3.0053 -0.3933 -0.2373 0.1 0.2 -0.1 0.270
H -3.1590 0.1842 1.4727 0.1 0.2 0.0 0.273
H 1.1014 1.6156 1.8119 0.0 -0.3 -0.1 0.239
H 1.5165 0.4231 3.0483 -0.1 0.0 -0.3 0.271
H -1.6550 -1.8326 -1.3772 0.0 0.1 -0.1 0.262
H -1.2065 -2.6320 0.1327 0.0 -0.1 0.1 0.263
H -0.1147 -2.6711 -1.2421 0.0 0.0 -0.1 0.266
H 1.9556 2.6966 -1.9715 0.0 -0.1 0.0 0.248
H 1.7387 1.3277 -3.0843 -0.1 0.0 0.0 0.212
H 2.6461 1.1005 -1.5551 -0.1 0.0 0.0 0.192
H 0.4642 -0.4107 -2.2675 0.1 0.0 0.0 0.401
H -1.5764 1.5275 -0.7105 0.0 -0.2 0.1 0.480
H -1.7535 2.0853 0.8794 0.0 -0.2 0.0 0.460
```
Forces are in eV/Å.

Computed properties:
Energy relative to the best compared isomer or geometry (same formula, charge and spin) (eV): 1.424
HOMO level (alpha / beta) (hartree): -0.6407 / -0.6407
Total charge: +2
Electronic energy (eV): -18119.710
Molar mass (g mol⁻¹): 197.2
Frontier orbital gap (alpha / beta) (hartree): 0.2791 / 0.2792



No. 5
This record from OMol25 describes a single C5H8O2SSi molecule in a non-equilibrium geometry. The level of theory is the ωB97M-V functional and the def2-TZVPD basis.

Structure (XYZ):
```
17
Properties=species:S:1:pos:R:3:forces:R:3:nbo_charge:R:1
C -2.9501 0.9278 0.6225 1.4 -0.7 0.1 -0.270
C -1.5259 0.9576 0.6339 0.0 4.7 2.3 -0.216
C -3.4234 -0.2590 0.2422 -1.0 -1.4 -0.1 -0.398
C -0.9328 -0.1288 0.1759 1.8 -3.1 -0.2 -0.715
C 2.1360 -0.6911 -1.2233 -1.1 -0.7 2.0 -1.078
O 1.4841 -2.0092 1.2420 -0.2 1.9 0.7 -1.051
O 1.4599 0.7106 1.3649 -0.5 -2.7 0.0 -1.094
Si 0.8871 -0.6666 0.4949 3.0 2.9 -2.4 2.023
S -2.1475 -1.2757 -0.2683 -0.1 -0.6 0.0 0.433
H -3.5674 1.6327 1.0494 -1.1 1.7 0.7 0.221
H -1.0178 1.8893 1.1655 -0.8 -2.3 -1.4 0.233
H -4.4457 -0.6246 0.4409 0.7 0.2 -0.8 0.247
H 2.8096 0.0995 -0.8745 -0.3 0.5 -0.8 0.229
H 2.8469 -1.5466 -1.3402 -1.1 0.2 0.3 0.231
H 1.5510 -0.5675 -2.1440 0.6 0.5 0.2 0.223
H 0.8996 -2.7120 1.0912 -1.1 -2.1 0.0 0.488
H 1.4441 1.5505 0.9385 -0.1 0.7 -0.6 0.494
```
Forces are in eV/Å.

Computed properties:
Energy relative to the best compared isomer or geometry (same formula, charge and spin) (eV): 1.975
HOMO level (hartree): -0.3447
SMILES: C[Si](O)(O)c1cccs1
Electronic energy (eV): -28123.820
Molar mass (g mol⁻¹): 160.3
Frontier orbital gap (hartree): 0.3618